{"formula": "C5H30NO12", "method": "wB97M-V/def2-TZVPD", "symbols": ["O", "C", "O", "C", "C", "C", "C", "N", "H", "H", "H", "H", "H", "H", "H", "H", "H", "H", "H", "H", "O", "H", "H", "O", "H", "H", "O", "H", "H", "O", "H", "H", "O", "H", "H", "O", "H", "H", "O", "H", "H", "O", "H", "H", "O", "H", "H", "O"], "positions_angstrom": [[0.9005, 1.6397, 0.2170], [0.7892, 0.5061, -0.2818], [-0.1251, 0.2659, -1.1490], [1.5179, -0.6897, 0.3063], [1.0301, -2.0584, -0.1846], [-0.3635, -2.3576, 0.2909], [-1.8091, -2.6892, 2.2241], [-0.4463, -2.5927, 1.7436], [1.4643, -0.6612, 1.3940], [2.5871, -0.5798, 0.1229], [1.7173, -2.8872, 0.0355], [1.2149, -2.0535, -1.2628], [-0.8370, -3.1840, -0.2589], [-1.0938, -1.5768, 0.0757], [-1.7285, -2.8194, 3.3054], [-2.3347, -1.7531, 2.0854], [-2.3195, -3.5912, 1.8674], [0.1866, -3.3492, 1.9639], [-1.2179, -0.7496, -1.6397], [-2.5789, -1.1020, -2.3705], [-1.8547, -1.4937, -1.8705], [0.1573, 2.7282, 3.0001], [-1.0257, 1.9720, 2.6128], [-0.3006, 1.9456, 3.2523], [-3.1090, 0.6232, 0.5735], [-2.9999, 1.6061, 1.8242], [-3.5242, 1.3226, 1.0758], [0.5909, 1.3298, -2.6859], [1.1953, 2.5668, -3.3226], [1.3423, 1.6218, -3.2310], [2.6591, 0.2022, -3.3857], [2.1142, -1.1948, -3.3452], [2.8483, -0.6921, -3.7267], [0.6246, 0.0857, 3.9141], [0.5414, -1.3191, 3.2000], [0.9953, -0.7978, 3.8748], [2.6202, 1.4861, 2.6733], [2.1738, 2.1551, 1.3275], [2.6101, 2.3188, 2.1983], [-0.7782, -1.4173, -3.8441], [0.4360, -0.5544, -4.4254], [-0.1161, -1.3193, -4.5273], [-0.1282, 2.4797, -1.6211], [-1.5355, 2.2885, -1.6762], [-0.9069, 2.9702, -1.9290], [-0.0063, 3.1449, 0.7524], [-0.5915, 4.2995, -0.0242], [-0.5858, 3.9246, 0.8510]], "total_charge": -1, "total_energy_ha": -1166.2660, "homo_energy_ev": -6.62, "lumo_energy_ev": 2.70, "molar_mass_g_mol": 296.3}

***

{"formula": "C5H30NO8", "method": "wB97M-V/def2-TZVPD", "symbols": ["C", "C", "C", "C", "C", "N", "H", "H", "H", "H", "H", "H", "H", "H", "H", "H", "H", "H", "H", "H", "H", "H", "O", "H", "H", "O", "H", "H", "O", "H", "H", "O", "H", "H", "O", "H", "H", "O", "H", "H", "O", "H", "H", "O"], "positions_angstrom": [[2.0276, 0.3682, 0.4566], [0.6892, -0.2569, 0.1618], [0.5095, -1.7744, 0.3551], [-0.8977, -2.1461, -0.0760], [1.4812, -2.4213, -0.6486], [-0.4099, 0.5980, 0.8212], [2.8050, -0.1745, -0.0801], [2.3663, 0.2685, 1.4908], [2.2064, 1.4147, 0.2152], [0.4653, -0.0675, -0.8800], [0.6415, -2.1791, 1.3621], [-1.1094, -3.1962, -0.2814], [-1.1797, -1.7106, -1.0452], [-1.6656, -1.7765, 0.6069], [1.5431, -3.5011, -0.5140], [2.5441, -2.1884, -0.5950], [1.0939, -2.2095, -1.6418], [-0.0475, 1.0020, 1.6955], [-1.2315, 0.0640, 1.1089], [-0.6916, 1.2371, 0.0686], [1.7399, 1.7150, -3.9774], [2.1603, 1.1687, -5.2947], [1.3591, 1.3484, -4.7857], [-1.7531, 0.1081, -4.7194], [-0.2360, 0.1543, -4.3923], [-1.1134, -0.0084, -4.0139], [-2.8961, -1.7185, 2.7357], [-3.1952, -0.2051, 2.7947], [-3.4771, -1.0309, 2.3877], [1.8182, -1.2598, 2.9826], [2.9730, -1.0843, 3.8955], [2.0154, -0.9507, 3.8768], [-0.8199, 0.9124, -2.4608], [-1.9612, 1.1475, -1.3864], [-1.0978, 1.4726, -1.7101], [1.3791, 2.3590, 3.0861], [1.4520, 0.9709, 3.8174], [0.8557, 1.6105, 3.3913], [-4.1269, 1.0596, -0.4002], [-3.6718, -0.3712, -0.5098], [-3.3266, 0.5308, -0.5013], [0.2577, 3.3489, 0.1097], [0.3643, 4.1200, 1.4290], [0.1599, 3.2521, 1.0649]], "total_charge": 1, "total_energy_ha": -864.9749, "homo_energy_ev": -14.12, "lumo_energy_ev": -2.43, "molar_mass_g_mol": 232.3}

***

{"formula": "C5H30NO9", "method": "wB97M-V/def2-TZVPD", "symbols": ["C", "C", "C", "C", "C", "N", "H", "H", "H", "H", "H", "H", "H", "H", "H", "H", "H", "H", "H", "H", "O", "H", "H", "O", "H", "H", "O", "H", "H", "O", "H", "H", "O", "H", "H", "O", "H", "H", "O", "H", "H", "O", "H", "H", "O"], "positions_angstrom": [[-3.9417, -2.4500, -1.8236], [-2.6805, -2.7234, -0.9349], [-1.4215, -1.9381, -1.3429], [-0.8373, -1.3527, -0.0692], [-1.3106, -0.2179, 0.4624], [-0.5839, 0.5864, 1.4744], [-4.1342, -1.3965, -1.6465], [-4.0846, -2.9144, -2.8129], [-4.7986, -2.9284, -1.3193], [-3.0336, -2.1656, -0.0517], [-2.5319, -3.7926, -0.9174], [-0.6315, -2.6125, -1.7685], [-1.6944, -1.3219, -2.1956], [-0.3985, -2.1118, 0.5660], [-1.9309, 0.4068, -0.1686], [-0.2164, -0.0042, 2.2177], [0.1146, 1.1567, 1.0135], [-1.2377, 1.3011, 1.8307], [0.0046, 1.1972, 4.4899], [-1.4822, 1.0226, 4.2736], [-0.6985, 1.4175, 3.8623], [2.0517, -0.9022, 3.7143], [1.9255, -1.0867, 5.1739], [1.4096, -0.7638, 4.4243], [2.3449, -2.1943, -2.8291], [2.8545, -3.3057, -1.8232], [2.1410, -2.6981, -2.0360], [-2.6899, 2.9591, 0.0694], [-1.4249, 3.5130, 0.8752], [-2.1088, 2.8478, 0.8224], [0.8312, 2.4014, -0.8080], [-0.0631, 3.5561, -0.4750], [0.4517, 2.8649, -0.0422], [-0.6350, 0.4181, -4.7365], [-1.8686, 0.2173, -3.9660], [-0.9153, 0.0887, -3.8672], [2.9188, 1.2279, -2.9433], [3.2422, 1.9000, -1.4428], [2.6244, 1.4839, -2.0687], [4.4719, 1.3913, 1.3764], [4.4295, 2.9058, 1.2062], [4.1236, 2.0846, 0.8089], [1.7226, -1.6379, -0.5734], [1.7873, -0.0735, -0.3404], [1.6480, -0.9261, 0.0876]], "total_charge": 1, "total_energy_ha": -940.1270, "homo_energy_ev": -12.00, "lumo_energy_ev": -2.38, "molar_mass_g_mol": 248.3}

***

{"formula": "C5H30O12", "method": "wB97M-V/def2-TZVPD", "symbols": ["C", "C", "C", "O", "C", "C", "H", "H", "H", "H", "H", "H", "H", "H", "O", "H", "H", "O", "H", "H", "O", "H", "H", "O", "H", "H", "O", "H", "H", "O", "H", "H", "O", "H", "H", "O", "H", "H", "O", "H", "H", "O", "H", "H", "O", "H", "H"], "positions_angstrom": [[0.8149, 0.8786, -1.3619], [0.6036, -0.1862, -0.5475], [-0.4450, -0.1552, 0.5811], [-0.1501, 0.2817, 1.7930], [-1.6747, -0.6906, 0.3826], [-2.6925, -0.8138, 1.5053], [0.1888, 1.7370, -1.2300], [1.4512, 0.9042, -2.2367], [1.1117, -1.2203, -0.4645], [0.7914, 0.6769, 1.6543], [-2.0947, -0.9356, -0.5867], [-2.7192, 0.0756, 2.1346], [-3.6035, -1.1044, 1.1924], [-2.2180, -1.3785, 2.2840], [0.3968, 3.7507, 0.4290], [-0.2604, 4.3202, 0.9500], [0.4352, 3.0004, 1.0664], [3.2866, 2.4621, -0.2630], [2.5639, 3.1686, -0.2207], [2.9722, 1.8029, -0.8649], [2.3219, 1.6162, 2.0286], [2.8778, 0.8337, 2.2710], [2.8660, 1.9879, 1.3768], [-2.2331, 0.5162, -2.5846], [-3.2245, 0.4570, -2.6630], [-2.0324, 1.1321, -1.8422], [0.6083, -3.2029, 2.1176], [0.0156, -2.5236, 1.5419], [0.6571, -4.0485, 1.5476], [2.2753, -2.2710, -2.6148], [2.6622, -1.9011, -1.8259], [1.5024, -1.9266, -2.9504], [-2.0912, 2.5081, -0.9079], [-2.5190, 2.3084, -0.0719], [-1.1750, 2.7972, -0.6933], [2.6499, -1.4845, 1.3303], [2.0627, -2.2652, 1.0426], [2.8459, -1.8997, 2.2534], [-0.7248, -1.7834, -2.6852], [-1.1977, -2.2766, -3.4290], [-1.0688, -0.8807, -2.7249], [-1.7854, 2.3592, 2.0179], [-2.6904, 2.2308, 1.9085], [-1.3276, 1.6418, 2.1004], [-0.1130, -3.6514, -0.5682], [-0.4577, -2.8107, -0.9288], [0.5373, -4.0370, -1.2430]], "total_charge": 0, "total_energy_ha": -1111.2821, "smiles": "C=C/C(O)=C/C.O.O.O.O.O.O.O.O.O.O.O", "homo_energy_ev": -8.65, "lumo_energy_ev": 0.21, "molar_mass_g_mol": 282.3}

***

{"formula": "C5H31N2O10", "method": "wB97M-V/def2-TZVPD", "symbols": ["C", "N", "C", "C", "C", "N", "C", "O", "H", "H", "H", "H", "H", "H", "H", "H", "H", "H", "H", "H", "H", "H", "H", "O", "H", "H", "O", "H", "H", "O", "H", "H", "O", "H", "H", "O", "H", "H", "O", "H", "H", "O", "H", "H", "O", "H", "H", "O"], "positions_angstrom": [[-2.8153, 1.3030, 0.3224], [-3.1473, 1.4312, 1.8433], [-2.0331, 1.3090, 2.7968], [-2.2879, -0.0573, -0.0644], [-2.1489, -0.2670, -1.5012], [-1.0971, -0.3088, 0.7312], [-0.0581, -1.1494, 0.1618], [0.8839, -0.4103, -0.6192], [-2.0268, 2.0543, 0.2068], [-3.5684, 1.7042, -0.3667], [-3.8126, 0.5796, 2.0096], [-2.3940, 1.9026, 3.7108], [-1.1254, 1.8504, 2.4943], [-1.9063, 0.3771, 3.2109], [-3.0037, -0.8620, 0.4119], [-1.6796, 0.3672, -2.2664], [-2.9717, -0.4462, -2.0587], [-1.5445, -1.2282, -1.7067], [-0.6987, 0.5812, 1.0147], [-0.5097, -1.8287, -0.5199], [0.4672, -1.8500, 0.8044], [3.1082, 0.8178, 0.8779], [4.0896, 1.1891, 1.7953], [3.1202, 1.1829, 1.7466], [2.0237, -0.2503, -0.3847], [3.2772, -1.3739, 0.2645], [3.2848, -0.5791, -0.1742], [1.3055, -1.4333, -3.5957], [0.3759, -2.2987, -2.8921], [0.4309, -1.8715, -3.7077], [0.9826, 0.7313, -2.7584], [1.4365, 0.9840, -4.1907], [1.5164, 1.3240, -3.3632], [1.5769, -3.4469, 2.8499], [0.1321, -3.4554, 2.7671], [0.9454, -3.8355, 2.2766], [-0.9547, 3.4643, -0.7238], [-1.1015, 3.4217, -2.1666], [-1.5556, 3.7994, -1.4117], [3.6583, -1.4028, -2.7660], [2.7627, -1.1119, -1.6398], [2.8376, -1.6297, -2.4673], [-0.4484, -1.4264, 3.0096], [-1.5651, -2.2224, 3.6969], [-0.5787, -1.9014, 3.8224], [0.8033, 2.2976, 0.8499], [0.5655, 1.4146, -0.3665], [0.1796, 2.1978, 0.1619]], "total_charge": -1, "total_energy_ha": -1070.9611, "homo_energy_ev": -5.68, "lumo_energy_ev": 2.68, "molar_mass_g_mol": 279.3}